[1]
ORCA calculation (ωB97M-V with the def2-TZVPD basis set) on a molecular structure, C52H38ClN7O6RuS6.

The total charge is -1. Its electronic energy is -5783.439856 Eh. The value obtained for the HOMO-LUMO gap (alpha / beta) is 3.212 / 5.263 eV. The max |F| comes out at 2.1 eV/A. The spin multiplicity is 2.

Cartesian coordinates (Å):
Ru  1.402  0.860  -0.913
O  -1.192  -1.367  -1.425
S  0.017  -2.049  -1.789
O  0.136  -2.423  -3.174
N  1.321  -1.144  -1.298
C  2.547  -1.694  -1.567
C  2.796  -3.017  -1.930
C  4.100  -3.471  -2.097
C  5.181  -2.631  -1.969
C  4.979  -1.271  -1.673
C  6.017  -0.319  -1.602
C  5.699  1.000  -1.342
C  4.377  1.360  -1.106
N  3.384  0.477  -1.124
C  3.657  -0.813  -1.443
C  0.059  -3.533  -0.776
C  0.636  -3.488  0.477
C  0.625  -4.625  1.268
C  0.015  -5.778  0.800
C  -0.594  -5.801  -0.445
C  -0.566  -4.672  -1.246
H  1.981  -3.697  -2.104
H  4.250  -4.514  -2.331
H  6.186  -3.002  -2.101
H  7.038  -0.637  -1.761
H  6.471  1.754  -1.319
H  4.112  2.386  -0.883
H  1.081  -2.562  0.814
H  1.089  -4.606  2.242
H  0.013  -6.667  1.409
H  -1.088  -6.695  -0.793
H  -1.005  -4.654  -2.231
C  -3.655  1.665  2.686
S  -3.126  0.472  3.955
C  -3.074  -0.998  3.002
C  -2.171  -1.262  2.002
S  -0.835  -0.311  1.627
S  -2.435  -2.787  1.150
C  -3.703  -3.390  2.200
S  -4.322  -4.909  2.079
S  -4.241  -2.230  3.399
H  -3.457  2.657  3.070
H  -4.720  1.541  2.519
H  -3.098  1.485  1.776
O  0.723  1.161  -3.284
C  -0.382  1.219  -2.755
N  -1.560  1.364  -3.400
C  -2.660  1.133  -2.492
C  -1.888  1.039  -1.151
O  -2.422  0.946  -0.061
N  -0.582  1.156  -1.404
C  -3.419  -0.133  -2.860
C  -3.701  -0.372  -4.199
C  -4.374  -1.516  -4.586
C  -4.788  -2.429  -3.633
C  -4.541  -2.181  -2.294
C  -3.865  -1.037  -1.909
C  -3.652  2.278  -2.438
C  -4.630  2.298  -1.450
C  -5.580  3.301  -1.430
C  -5.575  4.285  -2.403
C  -4.589  4.284  -3.372
C  -3.628  3.289  -3.388
H  -1.617  1.179  -4.387
H  -3.415  0.348  -4.953
H  -4.571  -1.693  -5.633
H  -5.310  -3.324  -3.935
H  -4.871  -2.887  -1.546
H  -3.667  -0.850  -0.868
H  -4.637  1.532  -0.692
H  -6.327  3.316  -0.650
H  -6.334  5.054  -2.402
H  -4.561  5.065  -4.118
H  -2.852  3.300  -4.136
Cl  -1.069  5.089  4.607
C  -0.643  4.699  2.973
C  -0.356  5.727  2.091
C  -0.016  5.417  0.786
C  0.076  4.092  0.381
C  -0.231  3.078  1.275
C  -0.597  3.373  2.576
C  0.556  3.775  -1.030
O  0.081  4.388  -1.970
O  1.529  2.943  -1.069
H  -0.401  6.753  2.427
H  0.202  6.200  0.076
H  -0.193  2.044  0.949
H  -0.825  2.578  3.269
C  2.988  3.228  2.845
C  2.772  2.756  1.558
N  2.399  1.496  1.320
C  2.314  0.652  2.323
C  2.609  0.993  3.655
C  2.896  2.348  3.902
C  2.564  0.025  4.713
C  2.835  -1.303  4.620
C  3.441  -2.029  3.543
C  4.319  -1.492  2.574
C  4.865  -2.363  1.663
N  4.592  -3.671  1.649
C  3.771  -4.081  2.604
N  3.207  -3.360  3.540
H  3.217  4.272  3.004
H  2.880  3.400  0.699
H  1.984  -0.350  2.088
H  3.077  2.681  4.914
H  2.251  0.411  5.676
H  2.594  -1.928  5.469
H  4.583  -0.445  2.567
H  5.564  -2.024  0.909
H  3.546  -5.141  2.620

[2]
ORCA calculation (ωB97M-V with the def2-TZVPD basis set) on C5H5NO in the gas phase.

Its electronic energy is -323.374920 Eh. The value obtained for the HOMO-LUMO gap (alpha / beta) is 8.025 / 8.026 eV. The max |F| comes out at 1.1 eV/A. The spin multiplicity is 1. The calculation puts the energy relative to the best compared isomer or geometry (same formula, charge and spin) at 380.08 kJ/mol.

Cartesian coordinates (Å):
O  -2.142  -0.754  0.221
C  -0.864  -0.529  0.475
C  -0.247  0.721  0.418
C  1.275  0.600  0.570
C  0.700  0.433  -0.748
C  0.754  -0.631  -1.664
N  0.852  -1.476  -2.462
H  -0.301  -1.438  0.656
H  -0.798  1.656  0.500
H  1.662  -0.223  1.180
H  1.727  1.566  0.792
H  -2.619  0.076  0.062